Computed, not measured: 5 unconnected molecules or ions with the total composition C28H48N2O5, with wB97M-V/def2-TZVPD.

As for the calculated total energy: -1581.23899 a.u. As for the spin multiplicity: 1. For the max |F|, the calculation gives 2.44 eV/A. As for the energy above the lowest of the compared OMol25 structures with the same formula, charge and spin: 7.4 kcal per mole. The frontier orbital gap comes out at 10.0 eV. As for the structure (SMILES): C=C[C@](C#N)([C@@H](C)CC)[C@@H](C#N)CC=O.C1CCOC1.C1CCOC1.C1CCOC1.C1CCOC1.

XYZ file:
```
83
C28H48N2O5 wB97M-V/def2-TZVPD
C 2.7194 4.8929 2.5722
C 2.9444 4.8961 1.2681
C 2.6453 3.7687 0.2995
C 2.6281 4.4100 -1.0286
N 2.5375 4.9562 -2.0526
C 1.2457 3.1228 0.4661
C 1.2524 1.9948 1.5144
C 0.1054 4.1028 0.7658
C -0.4494 4.8438 -0.4486
C 3.7588 2.6213 0.2454
C 4.5608 2.7336 -0.9813
N 5.1620 2.7477 -1.9793
C 4.7780 2.6634 1.4009
C 5.9426 3.6118 1.1723
O 6.0494 4.6441 1.7890
H 2.4919 5.8361 3.0363
H 2.7646 4.0303 3.2128
H 3.3465 5.7989 0.8436
H 1.0170 2.6533 -0.4849
H 0.2921 1.8469 1.9803
H 1.4643 1.0694 0.9817
H 2.0174 2.1178 2.2739
H 0.3388 4.8301 1.5317
H -0.7115 3.5091 1.1599
H -1.3013 5.4283 -0.1280
H -0.6912 4.1896 -1.2753
H 0.2859 5.5605 -0.7964
H 3.3146 1.6376 0.1908
H 5.2292 1.6709 1.4352
H 4.3363 2.8188 2.3695
H 6.6875 3.3526 0.4086
C -0.2523 -3.2566 0.8402
C 0.8435 -3.1951 1.8958
C 1.5992 -1.9396 1.4830
O 0.6411 -1.0634 0.8798
C -0.5751 -1.7882 0.6407
H -1.1179 -3.8411 1.1420
H 0.1447 -3.6801 -0.0860
H 0.3991 -3.0616 2.8851
H 1.4785 -4.0798 1.9253
H 2.3711 -2.1680 0.7390
H 2.0706 -1.4322 2.3275
H -1.3254 -1.4454 1.3627
H -0.9318 -1.5690 -0.3650
C -0.9367 -1.9594 -4.7291
C 0.4969 -1.4451 -4.6726
C 0.7358 -1.3571 -3.1726
O -0.0595 -2.3865 -2.5721
C -0.9726 -2.9110 -3.5412
H -1.1940 -2.4460 -5.6686
H -1.6333 -1.1333 -4.5715
H 1.1733 -2.1778 -5.1185
H 0.6442 -0.4937 -5.1810
H 0.4071 -0.3916 -2.7712
H 1.7814 -1.5053 -2.9021
H -0.6327 -3.9126 -3.8255
H -1.9649 -2.9960 -3.0948
C -3.2517 1.7306 -3.8399
C -3.6194 0.5931 -2.8938
C -3.0157 1.0742 -1.5832
O -3.0690 2.5039 -1.6102
C -3.3928 2.9444 -2.9324
H -3.8829 1.7890 -4.7253
H -2.2141 1.6235 -4.1672
H -4.7056 0.5190 -2.8035
H -3.2382 -0.3787 -3.2026
H -1.9661 0.7695 -1.4922
H -3.5577 0.7101 -0.7096
H -4.4226 3.3175 -2.9270
H -2.7295 3.7633 -3.2131
C -2.6702 -6.8770 3.8109
C -3.4895 -5.9700 4.7219
C -2.8367 -4.6170 4.4799
O -2.3570 -4.6312 3.1312
C -2.4114 -5.9671 2.6194
H -3.1781 -7.7999 3.5356
H -1.7270 -7.1386 4.2961
H -4.5301 -5.9503 4.3902
H -3.4726 -6.2666 5.7694
H -1.9814 -4.4630 5.1466
H -3.5290 -3.7844 4.6075
H -3.2289 -6.0224 1.8923
H -1.4762 -6.1966 2.1067
```